[1]
The following is a quantum chemistry calculation of a structure of composition C34H26INNiO4P at a distorted geometry, from the Open Molecules 2025 dataset.

Calculated values
- LUMO energy (spin up / spin down): -0.014 / -0.035 Eh
- Frontier orbital gap (spin up / spin down): 0.1539 / 0.2315 hartree
- Expectation value of S²: 3.787
- 2S+1: 4
- HOMO (spin up / spin down): -4.6 / -7.2 eV

Geometry (Å):
Ni  -0.537  -0.010  -0.855
I  -2.446  0.560  0.805
C  -1.890  -0.059  2.730
C  -3.048  -0.343  3.461
C  -2.927  -0.588  4.813
C  -1.675  -0.510  5.401
C  -0.505  -0.229  4.662
C  0.737  -0.122  5.337
C  1.924  0.131  4.643
C  1.908  0.236  3.279
C  0.686  0.136  2.521
P  1.028  0.026  0.797
C  1.912  1.544  0.276
C  1.824  2.712  1.028
C  2.376  3.897  0.547
C  3.018  3.920  -0.683
C  3.103  2.759  -1.443
C  2.547  1.579  -0.969
C  2.255  -1.313  0.606
C  1.798  -2.615  0.804
C  2.680  -3.683  0.757
C  4.030  -3.462  0.509
C  4.492  -2.169  0.314
C  3.607  -1.096  0.362
C  -0.571  -0.042  3.218
H  -4.019  -0.350  2.980
H  -3.810  -0.813  5.401
H  -1.565  -0.663  6.469
H  0.741  -0.244  6.415
H  2.863  0.221  5.178
H  2.847  0.379  2.757
H  1.325  2.686  1.989
H  2.301  4.803  1.137
H  3.455  4.842  -1.052
H  3.593  2.774  -2.410
H  2.585  0.682  -1.582
H  0.748  -2.788  1.004
H  2.316  -4.691  0.915
H  4.721  -4.297  0.475
H  5.545  -1.988  0.130
H  3.982  -0.089  0.215
O  -0.938  -2.011  -0.639
N  -1.863  -2.564  -1.408
C  -1.641  -2.720  -2.721
C  -2.609  -3.310  -3.517
C  -3.789  -3.749  -2.955
C  -3.979  -3.590  -1.595
C  -2.996  -2.988  -0.835
H  -0.693  -2.338  -3.070
H  -2.412  -3.413  -4.575
H  -4.553  -4.212  -3.567
H  -4.886  -3.924  -1.107
H  -3.050  -2.813  0.228
O  -1.859  2.126  -5.422
C  -1.726  2.498  -4.145
C  -2.389  3.644  -3.705
C  -2.269  4.063  -2.392
C  -1.488  3.358  -1.477
C  -0.852  2.221  -1.927
C  -0.959  1.758  -3.233
C  -0.311  0.467  -3.632
O  -0.225  0.175  -4.828
O  0.108  -0.302  -2.678
H  -1.292  1.317  -5.523
H  -2.995  4.193  -4.417
H  -2.784  4.960  -2.072
H  -1.367  3.698  -0.457
H  -0.138  1.733  -1.268


[2]
The following is a quantum chemistry calculation of the molecule C9H8O2 at a distorted geometry, from the Open Molecules 2025 dataset.

Calculated values
- LUMO energy: -0.015 Eh
- Frontier orbital gap: 0.3371 hartree
- SMILES: CC(=O)c1ccccc1C=O
- Energy relative to the best compared isomer or geometry (same formula, charge and spin): 149.66 kJ/mol
- HOMO: -9.6 eV

Geometry (Å):
C  3.010  -0.761  0.223
C  1.795  0.186  -0.159
C  0.434  -0.435  -0.043
C  0.228  -1.769  0.094
C  -1.136  -2.238  -0.003
C  -2.270  -1.394  -0.135
C  -2.064  -0.016  -0.014
C  -0.712  0.427  -0.098
C  -0.607  1.867  0.338
H  3.464  -1.507  -0.598
H  2.798  -1.175  1.210
H  3.720  0.096  0.377
H  0.980  -2.478  0.143
H  -1.442  -3.264  -0.005
H  -3.270  -1.882  -0.135
H  -2.854  0.661  0.069
H  0.312  2.206  0.801
O  1.996  1.356  -0.412
O  -1.468  2.662  0.028


[3]
The following is a quantum chemistry calculation of a cluster of 11 separate species, C22H66O11 in total at a distorted geometry, from the Open Molecules 2025 dataset.

Calculated values
- LUMO energy: 0.020 Eh
- Frontier orbital gap: 0.3685 hartree
- SMILES: CCO.CCO.CCO.CCO.CCO.CCO.CCO.CCO.CCO.CCO.CCO
- Energy relative to the best compared isomer or geometry (same formula, charge and spin): 240.38 kJ/mol
- HOMO: -9.5 eV

Geometry (Å):
C  -1.175  -0.633  0.533
C  0.083  0.195  0.363
O  -0.273  1.176  -0.641
H  -1.518  -1.069  -0.404
H  -1.925  -0.028  1.040
H  -0.914  -1.508  1.136
H  0.898  -0.368  -0.093
H  0.371  0.706  1.284
H  0.506  1.734  -0.788
C  1.158  3.772  1.400
C  2.310  3.240  0.564
O  1.878  3.228  -0.797
H  0.844  4.749  1.037
H  1.553  3.946  2.405
H  0.373  3.023  1.475
H  2.552  2.239  0.938
H  3.194  3.875  0.661
H  2.596  2.973  -1.384
C  -1.667  -4.514  1.331
C  -0.646  -5.292  0.515
O  0.602  -4.608  0.565
H  -1.604  -3.460  1.079
H  -1.517  -4.700  2.395
H  -2.671  -4.913  1.147
H  -0.982  -5.389  -0.523
H  -0.438  -6.278  0.931
H  0.671  -3.978  -0.173
C  -1.462  -2.491  4.327
C  -1.837  -1.077  4.664
O  -0.659  -0.308  4.845
H  -2.264  -3.195  4.129
H  -0.838  -2.901  5.128
H  -0.786  -2.457  3.469
H  -2.506  -0.990  5.529
H  -2.452  -0.671  3.847
H  -0.902  0.564  5.151
C  0.211  -4.563  -3.406
C  -0.182  -3.239  -2.776
O  0.652  -2.921  -1.643
H  -0.430  -5.355  -3.020
H  1.255  -4.753  -3.171
H  0.040  -4.461  -4.478
H  -1.229  -3.168  -2.471
H  -0.046  -2.402  -3.469
H  1.172  -2.142  -1.892
C  -2.686  4.489  0.371
C  -3.143  3.526  -0.707
O  -2.090  3.257  -1.629
H  -1.970  5.230  0.016
H  -2.226  3.948  1.200
H  -3.506  5.102  0.755
H  -3.937  3.988  -1.301
H  -3.556  2.578  -0.349
H  -1.529  2.569  -1.245
C  -3.438  0.243  -2.801
C  -3.889  0.908  -4.088
O  -3.056  0.479  -5.175
H  -2.851  -0.670  -2.891
H  -4.240  0.039  -2.090
H  -2.789  0.968  -2.304
H  -3.868  1.998  -4.019
H  -4.936  0.627  -4.259
H  -3.605  0.583  -5.958
C  2.592  -1.376  2.249
C  3.194  -1.835  3.561
O  2.771  -0.966  4.613
H  3.019  -0.406  1.971
H  1.514  -1.238  2.194
H  2.925  -2.033  1.439
H  4.280  -1.800  3.484
H  2.914  -2.850  3.857
H  1.861  -1.180  4.839
C  -0.013  3.087  -5.233
C  0.806  2.305  -4.222
O  0.962  0.950  -4.651
H  -1.060  2.779  -5.290
H  0.420  3.039  -6.232
H  -0.092  4.150  -4.987
H  0.406  2.343  -3.204
H  1.802  2.747  -4.147
H  0.093  0.532  -4.659
C  1.391  1.675  4.911
C  0.294  2.396  5.698
O  0.806  3.474  6.462
H  0.974  1.022  4.152
H  2.100  1.156  5.554
H  1.943  2.474  4.409
H  -0.234  1.695  6.358
H  -0.485  2.795  5.045
H  1.379  3.112  7.144
C  3.414  -1.630  -3.974
C  3.401  -0.788  -2.699
O  2.059  -0.528  -2.306
H  3.075  -1.010  -4.807
H  2.810  -2.533  -3.903
H  4.433  -1.934  -4.227
H  3.945  0.147  -2.850
H  3.912  -1.387  -1.944
H  1.706  0.164  -2.885


[4]
The following is a quantum chemistry calculation of the molecule C4H5NO at a distorted geometry, from the Open Molecules 2025 dataset.

Calculated values
- LUMO energy: 0.029 Eh
- Frontier orbital gap: 0.3749 hartree
- SMILES: N#CC[C@H]1CO1
- Energy relative to the best compared isomer or geometry (same formula, charge and spin): 399.43 kJ/mol
- HOMO: -9.4 eV

Geometry (Å):
N  -2.595  0.763  1.460
C  -1.848  0.607  0.591
C  -0.884  0.396  -0.491
C  0.561  0.601  -0.048
C  1.401  -0.794  0.056
O  1.457  0.086  -1.002
H  -1.126  1.097  -1.304
H  -1.020  -0.609  -0.914
H  0.923  0.380  0.994
H  2.362  -0.860  0.588
H  0.770  -1.668  0.069


[5]
The following is a quantum chemistry calculation of the molecule C21H24F3N3 at a distorted geometry, from the Open Molecules 2025 dataset.

Calculated values
- LUMO energy: 0.019 Eh
- Frontier orbital gap: 0.2970 hartree
- SMILES: Cc1ccc(CN2CCN(/N=C/c3ccc(C(F)(F)F)cc3)CC2)c(C)c1
- Energy relative to the best compared isomer or geometry (same formula, charge and spin): 3.63 kJ/mol
- HOMO: -7.6 eV

Geometry (Å):
C  7.009  -2.734  -0.175
C  5.870  -1.760  -0.190
C  4.896  -1.819  -1.178
C  3.862  -0.905  -1.193
C  3.764  0.087  -0.226
C  4.744  0.168  0.765
C  5.777  -0.760  0.765
H  6.534  -0.698  1.535
C  4.710  1.234  1.823
H  5.594  1.172  2.452
H  4.676  2.225  1.373
H  3.833  1.120  2.462
C  2.621  1.071  -0.292
N  1.444  0.465  -0.892
C  0.464  1.399  -1.400
H  0.970  2.168  -1.987
H  -0.208  0.843  -2.063
C  -0.377  2.052  -0.285
N  -0.997  1.016  0.517
N  -2.233  0.596  0.445
C  -3.188  1.161  -0.196
C  -4.521  0.616  -0.120
C  -5.568  1.226  -0.819
C  -6.849  0.721  -0.759
C  -7.108  -0.409  0.008
C  -6.078  -1.034  0.706
C  -4.801  -0.525  0.642
H  -3.993  -0.994  1.179
H  -6.291  -1.912  1.297
C  -8.490  -0.983  0.057
F  -8.786  -1.539  1.245
F  -8.672  -1.962  -0.858
F  -9.451  -0.076  -0.183
H  -7.653  1.199  -1.299
H  -5.370  2.106  -1.413
H  -3.071  2.055  -0.813
C  -0.045  0.080  1.071
H  -0.600  -0.698  1.595
H  0.594  0.607  1.786
C  0.808  -0.534  -0.056
H  1.579  -1.181  0.366
H  0.157  -1.137  -0.697
H  -1.135  2.707  -0.711
H  0.267  2.649  0.370
H  2.923  1.909  -0.930
H  2.420  1.477  0.711
H  3.104  -0.952  -1.960
H  4.949  -2.584  -1.939
H  7.809  -2.382  -0.828
H  6.689  -3.709  -0.534
H  7.416  -2.843  0.828


[6]
The following is a quantum chemistry calculation of a cluster of 9 separate species, C20H48O26S5 in total at a distorted geometry, from the Open Molecules 2025 dataset.

Calculated values
- LUMO energy (spin up / spin down): -0.085 / -0.343 Eh
- Frontier orbital gap (spin up / spin down): 0.3712 / 0.1122 hartree
- Expectation value of S²: 0.755
- Net charge: +1
- 2S+1: 2
- HOMO (spin up / spin down): -12.4 / -12.4 eV

Geometry (Å):
C  2.309  5.414  1.663
C  3.712  4.823  1.988
C  3.463  3.358  2.260
S  1.809  3.326  3.230
O  2.133  3.348  4.662
O  0.974  2.307  2.605
C  1.304  4.968  2.749
H  1.865  5.040  0.740
H  2.263  6.501  1.597
H  4.173  5.400  2.790
H  4.325  4.891  1.089
H  4.215  2.740  2.750
H  3.318  2.860  1.301
H  1.454  5.615  3.613
H  0.255  5.032  2.460
C  3.559  3.519  -2.012
C  2.751  4.045  -3.210
O  2.342  2.869  -3.932
S  3.185  1.539  -3.459
O  3.957  0.969  -4.574
O  2.310  0.630  -2.618
O  4.217  2.361  -2.515
H  2.939  3.117  -1.211
H  4.318  4.208  -1.641
H  3.445  4.631  -3.812
H  1.873  4.676  -3.072
C  4.516  -2.590  0.356
C  4.517  -4.093  0.202
O  5.041  -4.308  -1.143
S  6.319  -3.302  -1.444
O  6.424  -3.016  -2.853
O  7.579  -3.745  -0.809
O  5.549  -2.111  -0.519
H  4.613  -2.253  1.388
H  3.584  -2.204  -0.056
H  3.521  -4.519  0.073
H  5.201  -4.644  0.847
C  -3.135  3.367  -0.443
C  -2.307  3.027  0.810
O  -1.265  3.944  0.742
S  -0.699  4.252  -0.759
O  0.430  3.327  -1.115
O  -0.589  5.691  -0.987
O  -2.123  3.653  -1.396
H  -3.853  4.187  -0.410
H  -3.722  2.540  -0.841
H  -1.905  2.015  0.753
H  -2.824  3.115  1.765
C  -7.204  -1.560  -4.252
C  -6.236  -0.425  -4.450
O  -5.689  -0.013  -3.245
S  -6.047  -1.110  -2.041
O  -7.186  -0.547  -1.333
O  -4.917  -1.628  -1.219
O  -6.583  -2.200  -3.146
H  -7.300  -2.303  -5.044
H  -8.218  -1.316  -3.936
H  -6.489  0.514  -4.943
H  -5.354  -0.625  -5.058
C  -1.970  0.875  3.761
C  -1.634  -0.574  4.202
O  -0.864  -0.660  5.408
O  -3.159  1.195  4.429
H  -2.104  0.833  2.680
H  -1.080  1.481  3.930
H  -1.054  -1.011  3.389
H  -2.473  -1.253  4.357
H  -0.614  -1.585  5.478
H  -2.863  1.529  5.278
C  0.988  -3.719  2.534
C  1.705  -4.936  3.055
O  2.464  -5.701  2.107
O  1.923  -2.852  2.001
H  0.395  -3.304  3.348
H  0.233  -3.791  1.751
H  0.988  -5.528  3.624
H  2.412  -4.470  3.740
H  2.063  -5.627  1.237
H  1.548  -1.968  2.011
C  -0.739  -1.093  -0.242
C  0.501  -0.285  0.244
O  0.855  -0.374  1.620
O  -1.842  -0.204  -0.083
H  -0.870  -1.968  0.394
H  -0.596  -1.410  -1.275
H  0.441  0.788  0.061
H  1.354  -0.676  -0.312
H  0.768  0.523  1.950
H  -2.598  -0.727  0.194
C  -2.281  -3.766  -2.787
C  -3.109  -4.909  -3.424
O  -4.527  -4.876  -3.224
O  -2.430  -3.676  -1.358
H  -2.653  -2.861  -3.266
H  -1.205  -3.826  -2.950
H  -2.830  -5.912  -3.101
H  -2.936  -4.855  -4.499
H  -4.959  -4.583  -4.029
H  -3.364  -3.553  -1.169


[7]
The following is a quantum chemistry calculation of a cluster of 5 separate species, C36H63ClINO18S in total at a distorted geometry, from the Open Molecules 2025 dataset.

Calculated values
- LUMO energy: 0.008 Eh
- Frontier orbital gap: 0.3319 hartree
- SMILES: CC[C@H](I)[C@]1(C[C@H](C)O)[C@@](CC)(OCCNC[C@@H](C)O)[C@@H](CCCCl)COS1(=O)=O.C[C@@H]1COC(=O)O1.C[C@@H]1COC(=O)O1.C[C@@H]1COC(=O)O1.C[C@@H]1COC(=O)O1
- HOMO: -8.8 eV

Geometry (Å):
C  -3.483  -2.514  0.312
C  -2.586  -1.221  0.465
C  -2.348  -0.773  1.947
I  -4.347  -0.870  2.870
C  -1.543  0.554  2.215
C  -2.545  1.740  2.318
C  -2.044  3.196  2.069
C  -1.706  4.001  3.392
O  -3.168  3.907  1.473
C  -0.292  0.817  1.229
C  -0.824  1.201  -0.185
C  -0.197  2.373  -0.989
O  0.491  1.726  1.966
C  1.631  2.363  1.486
C  2.482  2.873  2.721
N  1.666  3.562  3.727
C  2.173  4.907  4.043
C  1.151  5.660  4.989
C  1.740  5.954  6.414
O  0.701  6.900  4.419
C  0.564  -0.536  1.218
C  1.644  -0.573  0.044
C  1.553  -1.897  -0.788
C  0.690  -1.799  -2.083
Cl  0.473  -3.533  -2.684
C  1.323  -0.734  2.566
O  0.544  -0.789  3.764
S  -0.737  0.227  3.887
O  -0.468  1.495  4.638
O  -1.685  -0.520  4.781
H  -3.365  -3.238  1.143
H  -3.125  -3.029  -0.609
H  -4.533  -2.241  0.111
H  -3.163  -0.404  -0.042
H  -1.676  -1.378  -0.149
H  -1.798  -1.609  2.450
H  -2.991  1.737  3.341
H  -3.323  1.569  1.535
H  -1.220  3.324  1.346
H  -0.651  4.329  3.367
H  -2.323  4.935  3.415
H  -1.980  3.435  4.307
H  -3.855  3.930  2.148
H  -1.930  1.359  -0.215
H  -0.703  0.289  -0.823
H  0.916  2.304  -1.055
H  -0.440  3.398  -0.646
H  -0.545  2.282  -2.048
H  2.357  1.836  0.831
H  1.356  3.309  0.942
H  3.225  3.602  2.325
H  3.060  2.030  3.181
H  1.667  3.062  4.612
H  2.311  5.538  3.134
H  3.130  4.845  4.626
H  0.235  5.049  5.150
H  1.143  6.785  6.856
H  2.810  6.249  6.408
H  1.541  5.070  7.065
H  1.426  7.323  3.952
H  -0.039  -1.447  1.033
H  2.632  -0.612  0.573
H  1.662  0.356  -0.556
H  1.162  -2.729  -0.166
H  2.579  -2.197  -1.111
H  -0.338  -1.417  -1.935
H  1.203  -1.282  -2.923
H  2.153  -0.003  2.728
H  1.845  -1.721  2.479
C  2.731  -5.469  -4.184
C  4.106  -5.521  -4.808
C  4.571  -6.907  -5.163
O  5.993  -6.780  -5.073
C  6.245  -5.789  -4.181
O  7.316  -5.548  -3.724
O  5.111  -5.108  -3.875
H  2.478  -4.445  -3.909
H  1.971  -5.844  -4.872
H  2.696  -6.057  -3.264
H  4.153  -4.851  -5.672
H  4.271  -7.206  -6.167
H  4.244  -7.669  -4.450
C  8.672  -4.468  -1.380
C  9.478  -3.244  -1.010
C  10.645  -3.526  -0.104
O  10.794  -2.286  0.592
C  9.571  -1.695  0.614
O  9.294  -0.747  1.274
O  8.706  -2.335  -0.215
H  7.822  -4.188  -1.996
H  9.276  -5.188  -1.930
H  8.267  -4.952  -0.487
H  9.795  -2.716  -1.915
H  11.553  -3.774  -0.653
H  10.443  -4.314  0.628
C  -9.315  -3.093  -3.359
C  -8.203  -3.466  -2.405
C  -7.994  -2.477  -1.291
O  -6.609  -2.653  -0.989
C  -6.007  -3.091  -2.127
O  -4.831  -3.156  -2.287
O  -6.930  -3.441  -3.060
H  -9.383  -3.825  -4.165
H  -10.276  -3.050  -2.844
H  -9.119  -2.127  -3.827
H  -8.363  -4.477  -2.016
H  -8.611  -2.691  -0.418
H  -8.155  -1.440  -1.597
C  -4.876  4.287  -0.871
C  -4.709  4.443  -2.365
C  -5.751  5.312  -3.014
O  -5.799  4.786  -4.342
C  -5.425  3.482  -4.265
O  -5.537  2.697  -5.149
O  -4.910  3.195  -3.041
H  -4.122  3.613  -0.474
H  -4.787  5.247  -0.361
H  -5.848  3.847  -0.631
H  -3.698  4.793  -2.595
H  -5.472  6.365  -3.024
H  -6.742  5.210  -2.563


[8]
The following is a quantum chemistry calculation of the ion C5H12NOS with charge +1 at a distorted geometry, from the Open Molecules 2025 dataset.

Calculated values
- LUMO energy: -0.122 Eh
- Frontier orbital gap: 0.3320 hartree
- SMILES: C[NH2+][C@@H]1OC[C@H]1SC
- Energy relative to the best compared isomer or geometry (same formula, charge and spin): 210.15 kJ/mol
- Net charge: +1
- HOMO: -12.4 eV

Geometry (Å):
C  0.208  0.258  1.866
C  0.294  1.075  0.551
C  -0.395  -0.533  0.028
C  -2.317  -0.455  -1.673
C  3.216  0.439  0.016
N  -1.928  -0.513  -0.226
O  -0.120  -0.978  1.233
S  1.779  1.671  -0.199
H  1.040  0.193  2.437
H  -0.588  0.528  2.579
H  -0.428  1.925  0.474
H  -0.022  -1.074  -0.776
H  -3.289  -0.047  -1.903
H  -1.626  0.220  -2.236
H  -2.309  -1.437  -2.105
H  3.925  0.789  0.796
H  3.682  0.543  -0.987
H  2.914  -0.632  0.032
H  -2.211  -1.431  0.368
H  -2.524  0.266  0.155